Here is a 6-piece molecular cluster, C6H24N12O6 overall at a distorted geometry from the Open Molecules 2025 dataset. Energies are from ωB97M-V with the def2-TZVPD basis set.

The geometry in XYZ format:
```
48
Properties=species:S:1:pos:R:3:forces:R:3
N 2.622 -3.832 4.256 -5.0 -3.7 -4.7
C 3.430 -3.060 4.840 -0.7 2.8 -2.2
N 3.593 -1.861 4.349 0.2 3.6 -2.0
O 3.915 -3.453 5.786 5.7 -2.6 8.9
H 2.689 -4.806 4.516 -0.4 0.3 -0.2
H 2.116 -3.519 3.439 0.0 -0.7 0.0
H 4.280 -1.231 4.739 -0.4 -0.3 -0.1
H 3.089 -1.626 3.506 0.5 0.4 0.2
N -2.743 -0.962 6.340 0.8 -4.9 4.9
C -2.918 -0.036 5.512 0.5 4.2 -1.3
N -3.284 -0.465 4.365 -2.2 -2.9 -6.0
O -2.662 1.097 5.765 0.3 4.0 0.8
H -2.655 -0.579 7.270 0.0 -1.0 0.2
H -3.166 -1.837 6.065 0.2 -0.1 1.4
H -3.742 0.007 3.598 0.5 0.5 0.6
H -3.350 -1.471 4.300 -0.2 0.3 -0.6
N -2.127 5.806 -6.204 8.4 2.0 -3.4
C -3.166 5.423 -5.670 -5.5 -3.4 1.1
N -4.153 6.277 -5.777 -3.5 2.7 0.9
O -3.470 4.310 -5.284 1.1 -1.7 1.4
H -1.372 5.151 -6.349 -0.1 0.3 0.0
H -2.079 6.720 -6.632 0.3 -0.4 0.1
H -4.813 6.024 -5.055 -0.6 0.7 -0.4
H -4.065 7.232 -6.093 -0.1 -0.2 0.4
N 6.206 2.616 0.508 -0.1 0.0 2.4
C 5.975 2.562 -0.803 1.6 -1.5 -0.1
N 5.442 3.594 -1.367 -2.3 4.1 -0.6
O 6.357 1.691 -1.523 1.2 -3.3 -1.1
H 6.012 3.459 1.029 0.0 -0.3 0.0
H 6.275 1.744 1.014 0.2 0.3 -0.2
H 5.402 3.538 -2.375 -0.4 0.2 0.3
H 4.754 4.060 -0.793 -0.1 0.5 -0.8
N -0.095 1.770 -1.650 1.3 5.6 -1.8
C -0.453 0.666 -1.122 7.5 -2.5 3.9
N -1.488 0.287 -1.681 -7.6 -3.7 -2.3
O 0.300 -0.009 -0.406 -0.7 -0.1 0.9
H -0.872 2.050 -2.232 1.6 2.1 -0.2
H 0.760 2.274 -1.463 -0.5 -0.2 -0.1
H -1.858 0.953 -2.344 -1.2 -1.5 0.1
H -1.899 -0.582 -1.370 -0.4 0.3 -0.5
N -2.877 -6.843 -2.323 -4.3 -5.1 -2.1
C -2.368 -5.935 -1.607 -3.1 6.4 4.2
N -1.112 -5.974 -1.818 6.6 2.2 0.2
O -3.011 -5.138 -0.881 1.3 -1.1 -0.9
H -3.731 -7.053 -1.825 -0.6 -1.1 -0.7
H -2.133 -7.523 -2.259 -1.3 -1.6 -0.7
H -0.890 -6.421 -2.695 0.8 0.6 0.2
H -0.669 -5.095 -1.594 0.7 -0.3 -0.1
```
Positions in Å, forces in eV/Å.

Summary:
**Maximum force**: 10.902 eV Å⁻¹
**HOMO-LUMO gap**: 9.7551 eV
**Energy relative to the best compared isomer or geometry (same formula, charge and spin)**: 8.588 eV
**Calculated total energy**: -36776.1872 eV
**Structure (SMILES)**: NC(N)=O.NC(N)=O.NC(N)=O.NC(N)=O.NC(N)=O.NC(N)=O
**HOMO level**: -9.47 eV

Here is C31H46BrN3OP2Pt as an isolated structure at a distorted geometry from the Open Molecules 2025 dataset. Energies are from ωB97M-V with the def2-TZVPD basis set.

The geometry in XYZ format:
```
85
Properties=species:S:1:pos:R:3:forces:R:3
N -2.274 4.350 -5.987 -0.3 -0.1 -0.6
C -2.368 3.028 -5.876 0.4 -0.5 0.7
C -1.723 2.338 -4.841 -0.5 -0.4 -0.8
C -1.034 3.048 -3.826 0.1 -0.3 1.7
C -0.917 4.441 -4.004 -0.6 0.9 -0.6
C -1.544 5.040 -5.121 1.0 0.0 1.4
C -0.863 2.306 -2.506 -1.1 0.5 -4.3
Pt -0.154 2.081 -0.564 1.8 -1.2 1.5
P -0.368 1.811 1.585 0.2 -0.1 3.0
C -1.744 2.844 -1.423 -0.5 1.5 -2.0
C -3.039 2.194 -1.221 0.5 0.2 0.3
C -4.028 2.913 -0.540 -0.7 -0.1 0.4
C -5.036 2.207 0.089 0.6 1.3 -0.1
C -4.965 0.809 0.023 -2.0 -0.7 0.1
C -4.179 0.128 -0.916 1.4 0.1 -0.9
C -3.187 0.851 -1.565 -1.0 -1.2 0.5
Br -6.225 -0.144 0.950 0.1 0.0 0.0
H -0.860 1.218 -2.747 -0.3 0.7 0.3
H -1.731 3.931 -1.279 -0.2 -0.2 -0.3
H -1.868 1.265 -4.767 0.2 0.1 0.0
H -0.396 5.060 -3.282 0.0 0.0 -0.1
H -2.981 2.500 -6.612 0.2 0.2 0.2
H -1.464 6.118 -5.300 0.0 -0.4 0.1
H -3.947 3.997 -0.472 -0.1 -0.2 0.1
H -2.500 0.370 -2.256 -0.3 0.0 0.2
H -5.826 2.717 0.637 0.2 -0.2 0.1
H -4.315 -0.930 -1.113 -0.1 0.1 0.2
P 2.148 1.801 -0.635 1.9 0.2 -0.4
C -2.034 1.082 1.916 0.1 -0.3 -0.6
C -2.646 1.374 3.274 -0.1 0.2 0.4
H -1.923 -0.001 1.782 0.0 0.2 0.2
H -2.709 1.419 1.116 0.3 0.0 0.3
H -3.587 0.816 3.369 0.2 0.2 0.0
H -1.991 1.047 4.086 -0.3 0.2 -0.1
H -2.863 2.441 3.402 0.0 -0.3 0.0
C -0.385 3.501 2.299 -0.1 0.3 -0.5
C -0.138 3.695 3.793 -0.1 0.0 0.4
H -1.375 3.907 2.036 0.2 0.0 0.0
H 0.351 4.081 1.719 -0.2 -0.1 0.2
H -0.278 4.759 4.029 0.1 -0.3 -0.1
H -0.848 3.134 4.408 0.2 0.1 -0.1
H 0.875 3.412 4.096 -0.2 0.1 -0.1
C 0.880 0.803 2.491 0.0 0.1 -0.5
C 0.612 0.419 3.935 0.0 0.0 0.6
H 1.800 1.411 2.464 -0.3 -0.1 -0.1
H 1.044 -0.092 1.868 -0.1 0.4 0.2
H 1.421 -0.238 4.274 -0.2 0.1 -0.1
H 0.624 1.294 4.588 -0.1 -0.2 -0.1
H -0.332 -0.109 4.097 0.2 0.0 -0.2
C 3.071 0.448 0.206 -0.6 -0.3 0.4
C 4.458 0.170 -0.366 0.3 0.2 -0.3
H 2.421 -0.437 0.189 0.3 0.3 0.0
H 3.170 0.747 1.258 0.0 -0.1 -0.4
H 4.423 -0.149 -1.411 0.1 0.1 0.3
H 5.105 1.054 -0.304 -0.1 -0.2 0.0
H 4.943 -0.629 0.205 -0.1 0.2 0.0
C 3.030 3.284 -0.018 -0.3 -0.3 0.1
C 2.369 4.621 -0.322 0.1 0.4 -0.1
H 4.046 3.235 -0.434 -0.2 0.0 0.1
H 3.126 3.128 1.067 0.0 0.0 -0.2
H 2.717 5.027 -1.279 -0.1 0.0 0.2
H 1.274 4.558 -0.374 0.1 0.0 0.1
H 2.624 5.335 0.470 -0.1 0.0 -0.3
C 2.522 1.634 -2.431 -0.1 0.1 0.1
C 2.334 0.226 -3.017 -0.1 -0.1 -0.3
H 3.551 1.995 -2.578 -0.2 -0.1 0.0
H 1.847 2.347 -2.929 0.4 -0.1 0.0
H 2.291 0.306 -4.115 0.0 -0.1 0.4
H 3.163 -0.456 -2.776 -0.4 0.3 -0.1
H 1.397 -0.246 -2.680 0.2 0.1 -0.1
N 1.230 -6.030 -1.606 1.8 2.0 -0.1
C 1.681 -4.748 -1.484 -4.0 -3.1 0.6
O 2.812 -4.402 -1.816 1.3 0.6 -0.4
C 0.668 -3.777 -0.978 0.3 1.7 0.3
C -0.717 -3.978 -1.027 0.1 -0.2 0.0
C -1.545 -2.973 -0.539 0.3 0.2 0.1
C -0.974 -1.777 -0.078 0.0 -0.8 -0.3
N 0.338 -1.558 -0.061 0.2 -0.5 -0.2
C 1.136 -2.540 -0.488 -0.1 0.0 0.0
H 1.903 -6.715 -1.905 0.1 -0.5 -0.2
H 0.406 -6.358 -1.129 -0.1 0.1 0.2
H -1.139 -4.899 -1.427 -0.1 0.2 0.0
H -2.620 -3.095 -0.508 0.1 -0.2 -0.1
H -1.604 -0.977 0.299 0.1 -0.2 -0.2
H 2.205 -2.329 -0.418 -0.2 -0.3 -0.1
```
Positions in Å, forces in eV/Å.

Summary:
**Maximum force**: 5.065 eV Å⁻¹
**HOMO-LUMO gap (alpha / beta)**: 7.9505 / 3.7543 eV
**Energy relative to the best compared isomer or geometry (same formula, charge and spin)**: 0.037 eV
**Multiplicity**: 5
**Calculated total energy**: -131232.7228 eV
**Total charge**: +4
**HOMO level (alpha / beta)**: -19.20 / -19.25 eV

Here is a 2-piece molecular cluster, C2H7NS overall at a distorted geometry from the Open Molecules 2025 dataset. Energies are from ωB97M-V with the def2-TZVPD basis set.

The geometry in XYZ format:
```
11
Properties=species:S:1:pos:R:3:forces:R:3
C -0.962 -1.251 2.343 -2.1 0.7 -1.8
C -1.170 -0.076 1.642 1.5 -2.7 0.1
N 0.038 0.508 1.183 0.8 1.1 3.3
H -1.588 -2.173 2.151 0.2 1.5 1.5
H 0.029 -1.292 2.711 1.1 -1.2 -0.1
H -2.144 0.369 1.654 -0.4 0.2 -1.3
H 0.679 0.231 1.972 0.0 0.8 -2.2
H 0.459 0.762 0.292 -1.2 -0.3 0.6
S 0.748 0.429 -2.279 2.1 -1.0 1.3
H 1.795 0.033 -1.322 -1.8 0.7 -1.6
H 1.326 -0.387 -3.186 -0.2 0.2 0.1
```
Positions in Å, forces in eV/Å.

Summary:
**Maximum force**: 3.574 eV Å⁻¹
**HOMO-LUMO gap**: 8.4087 eV
**Energy relative to the best compared isomer or geometry (same formula, charge and spin)**: 2.923 eV
**Calculated total energy**: -14509.7382 eV
**Structure (SMILES)**: C=CN.S
**HOMO level**: -7.76 eV

Here is an isolated ion of composition C3H8N2O and charge +1 at a distorted geometry from the Open Molecules 2025 dataset. Energies are from ωB97M-V with the def2-TZVPD basis set.

The geometry in XYZ format:
```
14
Properties=species:S:1:pos:R:3:forces:R:3
C -0.450 1.226 -1.681 -3.1 -0.2 1.4
N -0.079 0.016 -0.878 1.6 2.8 3.5
C 0.055 0.468 0.643 0.1 -1.0 1.3
C 0.743 -0.723 1.369 -0.8 -0.6 -4.1
N -0.214 -1.837 1.305 0.4 -1.5 0.8
O 1.936 -0.828 1.380 -0.7 -0.5 1.5
H -0.316 0.955 -2.692 0.4 0.2 -1.1
H 0.166 2.003 -1.263 0.4 0.6 -0.5
H -1.565 1.603 -1.538 2.2 -1.2 -0.1
H 0.916 -0.146 -1.137 -0.8 -0.7 0.0
H -0.913 0.547 1.252 0.8 0.6 -1.7
H 0.778 1.341 0.904 -1.4 -1.0 -1.1
H -0.903 -1.844 0.517 0.6 0.5 1.0
H -0.155 -2.783 1.820 0.4 2.0 -1.0
```
Positions in Å, forces in eV/Å.

Summary:
**Maximum force**: 4.763 eV Å⁻¹
**HOMO-LUMO gap (alpha / beta)**: 11.5762 / 5.1416 eV
**Energy relative to the best compared isomer or geometry (same formula, charge and spin)**: 2.697 eV
**Multiplicity**: 2
**Calculated total energy**: -8257.2241 eV
**Total charge**: +1
**HOMO level (alpha / beta)**: -15.98 / -14.59 eV

Q: Among the records above, which one has the lowest maximum force?
A: C2H7NS

Q: Among the records above, which one has the lowest maximum force?
A: C2H7NS

Q: Number 4 is which compound?
A: C3H8N2O

Q: Among the records above, which one has the highest maximum force?
A: C6H24N12O6